[1]
A cluster of 9 separate species, C21H66O27P6 in total at a distorted geometry. Source: the OMol25 dataset; level of theory: the ωB97M-V functional and the def2-TZVPD basis.

Geometry as XYZ:
```
120
Properties=species:S:1:pos:R:3:mulliken_charge:R:1
C -39.63 0.99 -25.26 -0.446
O -39.02 1.96 -24.43 -0.307
P -39.43 2.03 -22.90 0.481
O -38.57 2.86 -22.03 -0.716
O -40.99 2.28 -22.91 0.093
C -41.39 3.65 -22.96 -0.895
O -39.37 0.49 -22.45 0.063
C -40.02 0.03 -21.27 0.660
H -39.66 1.26 -26.31 0.329
H -40.67 0.85 -24.97 0.146
H -39.21 -0.01 -25.17 0.170
H -42.47 3.72 -22.88 0.248
H -41.19 4.04 -23.97 0.363
H -40.95 4.30 -22.21 0.264
H -40.68 -0.81 -21.46 -0.148
H -40.60 0.85 -20.85 -0.655
H -39.27 -0.23 -20.52 0.410
C -43.93 -6.20 -19.45 -0.514
O -42.94 -7.18 -19.68 -0.128
P -42.89 -8.65 -19.10 0.903
O -43.25 -8.78 -17.68 -0.741
O -41.39 -8.96 -19.45 -0.242
C -40.91 -10.29 -19.53 -0.708
O -43.72 -9.55 -20.14 -0.331
C -45.01 -10.08 -19.79 -0.708
H -44.62 -6.54 -18.67 0.382
H -44.63 -6.13 -20.29 0.362
H -43.48 -5.26 -19.14 0.021
H -39.97 -10.30 -20.08 0.250
H -41.57 -11.01 -20.00 0.306
H -40.68 -10.68 -18.53 0.295
H -45.72 -9.54 -20.41 0.245
H -45.20 -10.07 -18.72 0.349
H -45.03 -11.13 -20.07 0.272
C -40.37 -4.26 -21.79 -0.323
O -39.28 -3.63 -22.45 0.159
P -38.14 -4.36 -23.30 0.516
O -37.48 -5.49 -22.66 -0.755
O -37.24 -3.11 -23.69 -0.178
C -35.81 -3.12 -23.87 -0.672
O -38.86 -4.71 -24.70 -0.187
C -38.28 -5.56 -25.71 -0.760
H -41.33 -3.76 -21.96 -0.114
H -40.04 -4.34 -20.75 0.203
H -40.60 -5.22 -22.25 0.395
H -35.53 -2.33 -24.56 0.241
H -35.48 -4.10 -24.21 0.310
H -35.40 -2.85 -22.90 0.282
H -39.15 -6.09 -26.09 0.253
H -37.61 -6.28 -25.25 0.351
H -37.80 -4.96 -26.47 0.245
C -46.28 -2.35 -20.62 -0.371
O -47.66 -2.76 -20.54 -0.257
P -48.81 -1.72 -20.14 0.789
O -49.07 -0.71 -21.17 -0.745
O -50.09 -2.66 -19.86 -0.402
C -50.43 -3.17 -18.57 -0.281
O -48.37 -1.14 -18.73 0.061
C -49.06 0.01 -18.20 -0.831
H -46.10 -1.45 -20.04 0.259
H -46.10 -2.04 -21.65 0.332
H -45.75 -3.23 -20.25 0.027
H -51.49 -3.07 -18.33 0.298
H -49.82 -2.67 -17.81 -0.024
H -50.19 -4.23 -18.57 0.226
H -49.66 0.54 -18.94 0.361
H -48.33 0.60 -17.65 0.244
H -49.82 -0.39 -17.52 0.305
C -48.73 -2.49 -13.70 -0.419
O -48.83 -3.91 -13.79 -0.357
P -47.98 -4.75 -14.86 1.066
O -48.68 -5.20 -16.05 -0.667
O -46.71 -3.82 -15.19 -0.201
C -46.50 -3.19 -16.44 -0.634
O -47.40 -5.94 -13.98 -0.386
C -46.61 -5.61 -12.81 -0.622
H -48.53 -2.03 -14.66 0.145
H -48.00 -2.19 -12.94 0.238
H -49.69 -2.18 -13.28 0.257
H -46.49 -2.10 -16.41 0.271
H -47.15 -3.59 -17.21 0.287
H -45.49 -3.43 -16.80 0.171
H -47.15 -5.90 -11.92 0.236
H -46.34 -4.55 -12.83 0.283
H -45.64 -6.07 -12.98 0.295
C -38.99 4.47 -19.49 -0.531
O -40.32 5.02 -19.57 -0.350
P -41.58 4.24 -18.98 0.632
O -41.53 3.91 -17.54 -0.736
O -42.74 5.25 -19.45 -0.299
C -43.03 6.36 -18.60 -0.789
O -41.73 2.96 -19.94 0.397
C -42.80 2.08 -19.64 -0.908
H -39.15 3.39 -19.57 0.112
H -38.55 4.58 -18.50 0.352
H -38.34 4.72 -20.32 0.256
H -42.84 6.10 -17.56 0.361
H -44.08 6.65 -18.65 0.245
H -42.39 7.20 -18.88 0.269
H -43.35 1.84 -20.56 0.365
H -43.41 2.41 -18.80 0.380
H -42.46 1.09 -19.29 0.158
C -42.47 -2.45 -19.49 0.142
O -43.24 -2.58 -18.33 -0.384
H -42.96 -2.81 -20.40 0.217
H -42.28 -1.39 -19.68 -0.472
H -41.53 -3.00 -19.39 0.339
H -42.66 -2.85 -17.61 0.268
C -43.04 -1.30 -23.92 -0.511
O -43.56 -2.36 -23.17 -0.394
H -43.72 -0.46 -24.11 0.334
H -42.18 -0.81 -23.43 0.005
H -42.73 -1.59 -24.94 0.336
H -43.07 -3.15 -23.40 0.233
C -41.07 -4.74 -16.08 -0.493
O -40.84 -3.64 -16.97 -0.501
H -40.56 -4.61 -15.12 0.295
H -42.14 -4.80 -15.87 0.158
H -40.84 -5.65 -16.64 0.255
H -39.89 -3.64 -17.16 0.268
```

The value obtained for the lowest unoccupied orbital energy is 0.3 eV. Its total energy is -4919.78340 hartree. As for the SMILES: COP(=O)(OC)OC.COP(=O)(OC)OC.COP(=O)(OC)OC.COP(=O)(OC)OC.COP(=O)(OC)OC.COP(=O)(OC)OC.CO.CO.CO. The relative energy (zero: lowest compared OMol25 entry of this formula, charge and spin) comes out at 149.5 kJ/mol. The value obtained for the frontier orbital gap is 10.52 eV.

[2]
A cluster of 2 separate species, C9H14 in total at a distorted geometry. Source: the OMol25 dataset; level of theory: the ωB97M-V functional and the def2-TZVPD basis.

Geometry as XYZ:
```
23
Properties=species:S:1:pos:R:3:mulliken_charge:R:1
C 0.09 0.20 3.33 -1.426
C -0.53 0.42 2.05 1.001
C 0.23 0.95 0.97 -0.701
C -0.35 1.07 -0.30 -1.011
C -1.71 0.74 -0.48 -0.965
C -2.38 0.13 0.57 -0.186
C -1.85 0.01 1.82 -0.587
H -0.63 0.10 4.11 0.413
H 0.75 1.05 3.63 0.347
H 0.62 -0.72 3.23 0.292
H 1.24 1.14 1.12 0.429
H 0.21 1.54 -0.94 1.394
H -2.22 0.65 -1.42 0.351
H -3.33 -0.39 0.45 0.337
H -2.44 -0.44 2.68 0.236
C 1.88 -1.47 -2.45 -1.180
C 1.30 -0.07 -2.75 -0.234
H 1.71 -1.93 -1.58 0.423
H 1.31 -2.17 -3.26 0.217
H 2.85 -1.38 -2.48 0.418
H 0.12 -0.37 -2.79 0.083
H 1.42 0.63 -1.75 0.043
H 1.73 0.32 -3.75 0.305
```

The value obtained for the lowest unoccupied orbital energy is 1.0 eV. Its total energy is -351.22732 hartree. As for the SMILES: Cc1ccccc1.CC. The relative energy (zero: lowest compared OMol25 entry of this formula, charge and spin) comes out at 270.1 kJ/mol. The value obtained for the frontier orbital gap is 9.82 eV.

[3]
An isolated molecule of C3H4N2O. Source: the OMol25 dataset; level of theory: the ωB97M-V functional and the def2-TZVPD basis.

Geometry as XYZ:
```
10
Properties=species:S:1:pos:R:3:mulliken_charge:R:1
H -0.55 -1.45 -2.14 0.250
N -0.10 -0.92 -1.40 -0.542
C -0.88 -0.70 -0.44 0.027
N -0.44 0.01 0.71 -0.316
C 0.41 1.26 0.54 -0.391
C 0.91 -0.01 1.02 0.573
O 1.79 -0.75 1.36 -0.492
H -1.93 -1.02 -0.38 0.366
H 0.12 2.07 1.21 0.234
H 0.67 1.52 -0.48 0.290
```

The value obtained for the lowest unoccupied orbital energy is 0.9 eV. Its total energy is -301.39110 hartree. As for the SMILES: [H]/N=C/N1CC1=O. The relative energy (zero: lowest compared OMol25 entry of this formula, charge and spin) comes out at 252.4 kJ/mol. The value obtained for the frontier orbital gap is 10.67 eV.

[4]
A structure of composition C16H34Br14ClGaNO at a distorted geometry. Source: the OMol25 dataset; level of theory: the ωB97M-V functional and the def2-TZVPD basis.

Geometry as XYZ:
```
68
Properties=species:S:1:pos:R:3:mulliken_charge:R:1
N -1.66 -3.98 -1.49 -0.504
Ga -0.81 -4.55 0.17 0.381
C -0.19 -2.88 1.30 0.209
C -0.03 -3.39 2.65 0.018
O 0.85 -4.09 3.09 -0.545
Cl -1.38 -2.94 3.78 -0.308
H -1.16 -3.19 -1.91 0.039
H -1.49 -4.74 -2.14 0.168
H 0.54 -5.39 -0.14 -0.280
H -1.82 -5.37 1.10 -0.305
H 0.80 -2.56 0.92 -0.207
H -0.90 -2.06 1.23 0.350
Br -0.18 -0.78 -1.50 -0.108
C -0.06 1.15 -1.49 -0.192
C 0.94 1.64 -0.48 -0.408
Br 0.26 1.43 1.34 -0.127
H -1.07 1.52 -1.28 0.052
H 0.23 1.45 -2.49 0.272
H 1.14 2.70 -0.61 0.382
H 1.87 1.08 -0.52 0.102
Br 2.23 -1.12 4.10 -0.097
C 3.23 -2.37 5.20 -0.570
C 2.66 -2.49 6.59 -0.558
Br 3.13 -0.94 7.69 -0.198
H 4.26 -2.04 5.21 0.424
H 3.15 -3.33 4.69 0.283
H 3.06 -3.35 7.11 0.392
H 1.57 -2.54 6.59 0.305
Br -3.19 3.27 -2.52 -0.170
C -4.55 1.90 -2.73 -0.611
C -5.07 1.40 -1.41 -0.603
Br -3.85 0.21 -0.51 -0.060
H -4.10 1.11 -3.32 0.389
H -5.34 2.37 -3.30 0.372
H -5.98 0.82 -1.57 0.349
H -5.29 2.22 -0.73 0.335
Br 3.65 -1.10 0.05 -0.064
C 5.38 -0.49 0.68 -0.523
C 5.55 1.00 0.52 -0.646
Br 5.84 1.52 -1.33 -0.148
H 6.13 -1.05 0.14 0.369
H 5.42 -0.75 1.74 0.289
H 6.42 1.35 1.07 0.396
H 4.67 1.54 0.86 0.343
Br -0.17 1.67 -6.43 -0.148
C -0.81 3.49 -6.15 -0.433
C 0.29 4.51 -6.31 -0.410
Br 1.50 4.51 -4.79 -0.146
H -1.25 3.51 -5.15 0.151
H -1.59 3.65 -6.89 0.361
H -0.13 5.51 -6.36 0.220
H 0.89 4.31 -7.19 0.400
Br -0.42 7.79 -4.28 -0.125
C -2.27 8.35 -4.12 -0.595
C -3.18 7.21 -3.74 -0.520
Br -3.48 6.00 -5.22 -0.142
H -2.54 8.78 -5.08 0.369
H -2.28 9.12 -3.36 0.353
H -4.16 7.60 -3.47 0.352
H -2.78 6.62 -2.92 0.309
Br -0.81 -8.83 6.59 -0.197
C -0.95 -7.24 5.47 -0.564
C 0.30 -6.41 5.48 -0.076
Br 0.51 -5.42 7.15 -0.174
H -1.81 -6.69 5.84 0.378
H -1.15 -7.60 4.47 0.386
H 0.25 -5.65 4.70 -0.139
H 1.19 -7.01 5.36 0.403
```

The value obtained for the lowest unoccupied orbital energy is 1.4 eV. Its total energy is -39181.29946 hartree. The value obtained for the frontier orbital gap is 6.23 eV. The total charge is -1.

[5]
A cluster of 2 separate species, C4H4O4 in total at a distorted geometry. Source: the OMol25 dataset; level of theory: the ωB97M-V functional and the def2-TZVPD basis.

Geometry as XYZ:
```
12
Properties=species:S:1:pos:R:3:mulliken_charge:R:1
C -1.15 0.53 0.72 0.401
C -1.20 -0.85 0.15 -0.613
C 0.12 -0.83 -0.51 0.578
C 0.66 0.32 -0.50 0.400
H -1.33 1.81 2.53 0.366
H -2.05 -1.64 0.00 0.302
H 1.74 -1.83 -1.34 0.328
H 2.54 1.39 -0.65 0.370
O -1.95 1.21 1.41 -0.617
O 0.83 -1.86 -1.01 -0.601
O 1.82 0.68 -1.16 -0.618
O -0.02 1.07 0.34 -0.297
```

The value obtained for the lowest unoccupied orbital energy is -0.9 eV. Its total energy is -455.57811 hartree. The relative energy (zero: lowest compared OMol25 entry of this formula, charge and spin) comes out at 616.8 kJ/mol. The value obtained for the frontier orbital gap is 6.50 eV.

[6]
An isolated molecule of C6H8BFO3. Source: the OMol25 dataset; level of theory: the ωB97M-V functional and the def2-TZVPD basis.

Geometry as XYZ:
```
19
Properties=species:S:1:pos:R:3:mulliken_charge:R:1
C 2.34 1.83 1.47 -0.865
C 1.18 1.23 1.19 -0.339
C 0.88 0.63 -0.09 0.657
F 1.80 0.90 -1.05 -0.281
C -0.19 -0.11 -0.43 0.050
B -0.45 -0.58 -1.93 0.551
O -0.76 -1.88 -2.12 -0.545
O -0.36 0.34 -2.91 -0.499
C -1.17 -0.55 0.56 0.537
C -0.87 -1.10 1.74 -1.291
O -2.46 -0.43 0.11 -0.473
H 2.52 2.28 2.43 0.283
H 3.14 1.87 0.75 0.273
H 0.39 1.18 1.92 0.412
H -0.95 -2.16 -3.02 0.279
H -0.50 0.04 -3.81 0.275
H -1.63 -1.46 2.41 0.255
H 0.15 -1.23 2.04 0.401
H -3.06 -0.82 0.76 0.322
```

The value obtained for the lowest unoccupied orbital energy is 0.3 eV. Its total energy is -583.92370 hartree. As for the SMILES: C=C/C(F)=C(/B(O)O)C(=C)O. The relative energy (zero: lowest compared OMol25 entry of this formula, charge and spin) comes out at 0.0 kJ/mol. The value obtained for the frontier orbital gap is 8.68 eV.

Question: What is the formula in the first record?
Answer: C21H66O27P6

Question: The highest total energy belongs to which entry?
Answer: C3H4N2O